(1)
Below is a 10-piece molecular cluster, C33H66O13 overall at a distorted geometry, with properties calculated with the ωB97M-V functional and the def2-TZVPD basis.

Output
- E: -61907.7033 eV
- E_LUMO: 0.54 eV
- E_HOMO: -0.33942 Eh
- Charge: 0

Last column: Löwdin charge in e.
CARTESIAN COORDINATES (ANGSTROEM)
C -2.751 4.070 2.985  -0.039
C -2.187 4.788 1.748  -0.490
O -2.882 4.852 0.741  0.048
C -0.760 5.305 1.864  -0.015
H -2.839 4.826 3.747  0.075
H -2.025 3.322 3.425  0.089
H -3.653 3.512 2.786  0.076
H -0.825 6.388 2.050  0.100
H -0.206 5.086 0.918  0.056
H -0.248 4.759 2.651  0.071
C 3.858 2.990 -5.663  -0.026
C 3.273 3.930 -4.666  -0.513
O 2.831 5.020 -4.888  0.071
C 3.077 3.349 -3.263  -0.017
H 3.353 2.008 -5.565  0.096
H 4.867 2.758 -5.393  0.075
H 3.731 3.377 -6.688  0.093
H 3.796 2.510 -3.082  0.093
H 2.056 2.948 -3.175  0.076
H 3.177 4.142 -2.562  0.052
C -5.161 -1.495 -0.104  -0.012
C -4.589 -1.195 -1.541  -0.425
O -3.730 -1.941 -1.992  0.015
C -5.033 0.046 -2.317  0.001
H -4.804 -2.421 0.288  0.049
H -6.284 -1.514 0.059  0.100
H -4.717 -0.708 0.515  0.082
H -4.979 -0.093 -3.362  0.068
H -4.365 0.828 -2.007  0.082
H -6.038 0.342 -2.002  0.084
C 0.340 -6.016 -3.511  -0.023
C -0.235 -4.663 -3.105  -0.483
O 0.466 -3.691 -3.187  0.060
C -1.584 -4.668 -2.413  -0.008
H -0.397 -6.827 -3.728  0.090
H 0.941 -6.376 -2.648  0.093
H 1.155 -5.862 -4.177  0.063
H -2.132 -3.762 -2.612  0.054
H -1.428 -4.819 -1.337  0.090
H -2.188 -5.502 -2.766  0.074
C 3.109 2.438 2.149  -0.018
C 3.185 1.210 3.116  -0.436
O 4.268 0.693 3.408  0.030
C 1.806 0.621 3.490  -0.024
H 4.113 2.793 1.910  0.076
H 2.486 3.287 2.569  0.091
H 2.556 2.112 1.252  0.074
H 1.832 0.055 4.418  0.079
H 1.630 0.112 2.549  0.059
H 1.078 1.405 3.622  0.061
C 3.286 7.635 -0.915  -0.020
C 2.216 6.579 -0.617  -0.509
O 2.341 5.831 0.317  0.053
C 0.992 6.575 -1.489  -0.006
H 4.121 7.572 -0.248  0.061
H 2.797 8.639 -0.609  0.116
H 3.671 7.694 -1.916  0.070
H 1.289 6.107 -2.462  0.099
H 0.634 7.570 -1.704  0.082
H 0.270 5.916 -1.035  0.057
C -1.280 -0.664 -4.287  0.010
C -0.164 0.108 -3.598  -0.453
O -0.029 1.308 -3.636  0.036
C 0.887 -0.578 -2.720  -0.011
H -1.669 -0.044 -5.058  0.068
H -2.099 -0.935 -3.648  0.057
H -0.826 -1.483 -4.802  0.072
H 0.421 -0.870 -1.783  0.058
H 1.574 0.221 -2.447  0.067
H 1.417 -1.483 -3.101  0.078
O 0.429 -0.782 0.769  0.058
C -0.798 -0.829 0.679  -0.542
O -1.565 0.281 0.801  -0.020
C -0.928 1.606 0.972  -0.154
C -0.464 2.158 -0.348  -0.041
C -1.582 -1.994 0.396  0.034
H -0.089 1.433 1.639  0.086
H -1.760 2.190 1.402  0.106
H 0.460 1.709 -0.689  0.067
H -0.355 3.237 -0.359  0.063
H -1.197 1.964 -1.114  0.078
H -0.901 -2.733 -0.114  0.111
H -2.400 -1.699 -0.263  0.061
H -2.059 -2.402 1.289  0.093
O 0.920 -4.524 0.920  0.076
C 1.788 -5.043 1.585  -0.502
O 3.094 -4.609 1.688  -0.045
C 3.466 -3.458 0.911  -0.215
C 4.482 -2.770 1.775  -0.069
C 1.688 -6.299 2.412  0.023
H 2.549 -2.927 0.802  0.090
H 3.847 -3.777 -0.095  0.145
H 5.212 -3.563 1.947  0.077
H 4.216 -2.352 2.744  0.073
H 4.918 -1.901 1.242  0.089
H 2.601 -6.685 2.828  0.080
H 1.057 -7.056 1.868  0.110
H 1.079 -6.033 3.249  0.064
O -4.129 -1.784 3.914  0.077
C -3.754 -2.937 3.703  -0.497
O -2.444 -3.427 3.696  -0.038
C -1.559 -2.379 4.097  -0.231
C -0.156 -2.934 3.809  -0.041
C -4.718 -4.031 3.371  0.006
H -1.713 -2.032 5.101  0.122
H -1.795 -1.568 3.429  0.097
H 0.599 -2.173 4.126  0.078
H -0.051 -3.110 2.696  0.073
H 0.092 -3.861 4.325  0.069
H -5.232 -4.310 4.333  0.109
H -4.113 -4.890 2.992  0.098
H -5.535 -3.729 2.723  0.077

(2)
Below is a 2-piece molecular cluster, C4H5NO2 overall at a distorted geometry, with properties calculated with the ωB97M-V functional and the def2-TZVPD basis.

Output
- E: -9809.7809 eV
- E_LUMO: 0.32 eV
- E_HOMO: -0.28958 Eh
- Charge: 0

Last column: natural (NBO) charge in e.
CARTESIAN COORDINATES (ANGSTROEM)
O 3.242 0.045 -0.378  -0.543
C 2.142 -0.161 -0.677  0.322
C 0.661 0.480 0.602  -0.275
C -0.320 1.129 -0.268  -0.249
N -0.309 -0.353 -0.250  -0.527
C -1.383 -1.089 0.319  0.564
O -2.331 -0.571 0.838  -0.498
H 0.350 -0.781 -0.958  0.429
H 0.408 0.417 1.660  0.195
H 0.014 1.505 -1.239  0.208
H -1.248 1.555 0.107  0.232
H -1.226 -2.177 0.245  0.142

(3)
Below is one molecule with the formula C23H29N5O5S at a distorted geometry, with properties calculated with the ωB97M-V functional and the def2-TZVPD basis.

Output
- E: -52847.1908 eV
- E_LUMO: 0.27 eV
- E_HOMO: -0.33585 Eh
- Charge: 0

Last column: natural (NBO) charge in e.
CARTESIAN COORDINATES (ANGSTROEM)
C -1.427 -5.681 -0.573  -0.718
C -1.782 -4.329 -0.001  0.694
O -1.825 -4.088 1.183  -0.608
N -2.031 -3.398 -0.977  -0.615
C -2.359 -2.053 -0.811  0.156
C -2.883 -1.557 0.385  -0.217
C -3.166 -0.207 0.503  -0.195
C -2.911 0.647 -0.552  -0.358
C -2.437 0.159 -1.757  -0.180
C -2.168 -1.189 -1.892  -0.235
H -1.793 -1.576 -2.828  0.221
H -2.288 0.848 -2.573  0.250
S -3.093 2.422 -0.336  2.338
O -3.191 3.003 -1.641  -0.938
O -4.127 2.664 0.626  -0.940
N -1.672 2.964 0.330  -0.676
C -1.482 2.882 1.756  -0.228
C -0.763 1.598 2.181  -0.414
H -1.419 0.745 2.013  0.201
H -0.539 1.648 3.248  0.224
C 0.538 1.425 1.387  -0.304
C 0.268 1.512 -0.121  -0.426
C -0.469 2.812 -0.449  -0.232
H 0.188 3.665 -0.243  0.213
H -0.764 2.847 -1.497  0.233
H -0.329 0.659 -0.447  0.205
H 1.212 1.487 -0.666  0.239
C 1.222 0.110 1.730  0.714
O 2.345 0.058 2.203  -0.668
N 0.506 -1.000 1.469  -0.629
H -0.407 -0.932 1.047  0.408
C 1.003 -2.332 1.731  -0.239
H 0.202 -2.918 2.191  0.232
H 1.825 -2.239 2.444  0.222
C 1.450 -3.047 0.456  -0.487
C 2.447 -2.322 -0.446  0.680
O 2.381 -2.447 -1.655  -0.647
N 3.429 -1.648 0.180  -0.624
H 3.306 -1.352 1.142  0.429
C 4.450 -0.937 -0.568  -0.252
C 4.134 0.532 -0.666  0.004
C 3.586 1.074 -1.822  -0.254
C 3.270 2.425 -1.838  0.023
N 3.451 3.227 -0.803  -0.429
C 3.975 2.711 0.296  0.030
C 4.338 1.379 0.418  -0.231
H 4.756 1.007 1.340  0.226
H 4.110 3.402 1.118  0.194
H 2.842 2.888 -2.718  0.194
H 3.404 0.452 -2.685  0.228
H 4.487 -1.386 -1.563  0.240
H 5.408 -1.084 -0.059  0.207
H 0.580 -3.262 -0.165  0.214
H 1.901 -4.004 0.731  0.233
H 1.234 2.225 1.662  0.229
H -0.896 3.754 2.067  0.201
H -2.472 2.944 2.208  0.243
H -3.601 0.193 1.406  0.244
H -3.063 -2.229 1.208  0.252
H -1.850 -3.677 -1.932  0.405
H -0.525 -5.610 -1.177  0.237
H -1.257 -6.379 0.241  0.247
H -2.238 -6.049 -1.197  0.234

(4)
Below is an isolated ion of composition C4H9N2O and charge +1 at a distorted geometry, with properties calculated with the ωB97M-V functional and the def2-TZVPD basis.

Output
- E: -9313.9728 eV
- E_LUMO: -3.98 eV
- E_HOMO: -0.54043 Eh
- Charge: +1

Last column: natural (NBO) charge in e.
CARTESIAN COORDINATES (ANGSTROEM)
C -2.081 -0.844 -0.021  -0.321
C -1.251 0.126 -0.383  -0.233
C 1.153 -0.406 0.032  0.731
C -0.013 0.540 0.304  -0.191
N 1.117 -1.705 0.009  -0.691
N 0.541 1.892 -0.029  -0.822
O 2.302 0.231 -0.056  -0.605
H -2.930 -1.142 -0.556  0.235
H -1.801 -1.446 0.869  0.191
H -1.366 0.659 -1.273  0.216
H 0.007 0.645 1.416  0.267
H 0.157 -2.127 0.022  0.435
H 1.732 -2.398 -0.244  0.446
H 2.317 1.218 0.096  0.567
H 0.098 2.506 0.660  0.389
H 0.017 2.251 -0.847  0.385

(5)
Below is a 3-piece molecular cluster, C4H16N2O2 overall at a distorted geometry, with properties calculated with the ωB97M-V functional and the def2-TZVPD basis.

Output
- E: -11466.2664 eV
- E_LUMO: -6.56 eV
- E_HOMO: -0.65761 Eh
- Charge: +2

Last column: natural (NBO) charge in e.
CARTESIAN COORDINATES (ANGSTROEM)
C 0.093 -0.735 -0.409  -0.228
C 0.505 0.603 -1.150  -0.460
C -0.581 1.104 -2.091  0.092
C -1.694 1.644 -1.643  -0.307
N -0.373 1.045 -3.545  -0.681
N 0.501 -0.679 1.011  -0.676
H -0.989 -0.750 -0.537  0.236
H 0.445 -1.647 -0.879  0.247
H 0.619 1.349 -0.368  0.248
H 1.414 0.414 -1.705  0.246
H -2.398 2.259 -2.201  0.250
H -1.988 1.579 -0.600  0.239
H -0.274 0.095 -3.924  0.457
H 0.526 1.477 -3.825  0.453
H -1.078 1.553 -4.054  0.465
H 0.182 -1.513 1.515  0.487
H 1.501 -0.489 1.159  0.472
H 0.110 0.145 1.472  0.444
H -2.425 -1.044 3.339  0.499
H -1.109 -1.157 4.082  0.495
O -1.477 -1.160 3.189  -0.990
H 2.669 -0.495 3.670  0.497
H 3.363 -1.590 2.913  0.503
O 2.523 -1.109 2.937  -0.988

(6)
Below is one molecule with the formula C3H5BrO2S at a distorted geometry, with properties calculated with the ωB97M-V functional and the def2-TZVPD basis.

Output
- E: -88161.7351 eV
- E_LUMO: -0.79 eV
- E_HOMO: -0.39064 Eh
- Charge: 0

Last column: natural (NBO) charge in e.
CARTESIAN COORDINATES (ANGSTROEM)
C -1.019 0.480 0.856  -0.429
C -0.986 0.736 -0.638  -0.417
C -0.474 -0.509 -0.084  -0.276
O 2.078 -1.525 -1.213  -0.882
O 2.082 -1.382 1.260  -0.871
S 1.634 -0.916 -0.045  1.954
Br 2.394 1.250 -0.224  -0.251
H -0.360 1.053 1.417  0.248
H -1.988 0.060 1.214  0.231
H -1.932 0.620 -1.350  0.228
H -0.341 1.449 -0.836  0.231
H -1.087 -1.317 -0.356  0.233

(7)
Below is C30H56BIrN8O6PS as an isolated structure at a distorted geometry, with properties calculated with the ωB97M-V functional and the def2-TZVPD basis.

Output
- E: -79849.5309 eV
- E_LUMO (spin up / spin down): -8.16 / -8.17 eV
- E_HOMO (spin up / spin down): -0.48068 / -0.48078 Eh
- Multiplicity: 2
- Charge: +2

Last column: Löwdin spin population.
CARTESIAN COORDINATES (ANGSTROEM)
Ir 0.219 0.483 -0.209  0.011
C 2.350 4.434 2.684  0.000
C 1.402 3.417 2.050  0.000
C -0.035 3.640 2.526  0.000
C 1.831 2.012 2.340  0.000
C 2.710 1.586 3.338  0.000
C 2.837 0.224 3.153  0.000
N 2.070 -0.135 2.119  0.000
N 1.449 0.946 1.623  0.001
B 1.960 -1.542 1.524  0.000
N 2.474 -1.530 0.072  0.000
C 3.531 -2.200 -0.402  0.001
C 3.579 -2.030 -1.770  0.000
C 2.488 -1.214 -2.080  0.000
N 1.843 -0.920 -0.940  0.000
C 2.010 -0.783 -3.426  0.000
C 1.868 0.735 -3.485  0.000
C 2.884 -1.314 -4.559  0.000
N 0.481 -1.966 1.506  0.000
C -0.056 -2.982 2.188  0.001
C -1.371 -3.125 1.794  0.000
C -1.580 -2.127 0.841  0.000
N -0.443 -1.429 0.700  0.001
C -2.780 -1.905 -0.019  0.000
C -3.919 -2.852 0.345  0.000
C -3.216 -0.442 0.013  0.000
H 2.103 5.441 2.351  0.000
H 2.278 4.411 3.768  0.000
H 3.379 4.226 2.392  0.000
H 1.446 3.548 0.967  0.001
H -0.074 3.576 3.611  0.000
H -0.384 4.626 2.228  0.000
H -0.688 2.871 2.118  0.000
H 3.200 2.183 4.078  0.000
H 3.427 -0.494 3.684  0.000
H 2.582 -2.311 2.164  0.000
H 4.185 -2.758 0.236  0.000
H 4.311 -2.429 -2.439  0.000
H 0.994 -1.196 -3.535  0.000
H 2.813 1.215 -3.248  0.000
H 1.548 1.050 -4.475  0.000
H 1.122 1.035 -2.752  0.000
H 3.891 -0.914 -4.488  0.000
H 2.939 -2.399 -4.540  0.000
H 2.473 -1.013 -5.520  0.000
H 0.519 -3.549 2.889  0.000
H -2.063 -3.866 2.127  0.000
H -2.467 -2.124 -1.050  0.000
H -4.252 -2.697 1.366  0.000
H -4.763 -2.681 -0.316  0.000
H -3.607 -3.887 0.241  0.000
H -3.601 -0.182 0.992  0.000
H -2.350 0.198 -0.204  0.000
H -3.990 -0.264 -0.728  0.000
C -1.114 4.963 -1.142  0.041
C -0.862 3.566 -1.605  0.342
C -1.087 3.225 -3.046  0.047
O -1.230 2.559 -0.744  0.105
C 1.131 3.510 -1.573  0.108
O 1.474 4.487 -2.113  0.181
O 1.389 2.497 -1.006  0.107
H -2.186 5.165 -1.099  0.017
H -0.666 5.679 -1.824  0.000
H -0.699 5.131 -0.149  0.005
H -2.103 3.504 -3.334  0.022
H -0.958 2.156 -3.208  0.001
H -0.408 3.775 -3.690  0.003
H -1.377 2.912 0.150  0.002
C -3.097 2.079 3.261  0.000
O -2.246 1.193 2.530  0.000
P -1.392 0.035 3.282  0.000
O -2.423 -0.504 4.432  0.000
C -3.232 -1.657 4.357  0.000
O -0.536 1.001 4.264  0.000
C 0.096 0.518 5.434  0.000
H -3.891 2.385 2.579  0.000
H -2.543 2.954 3.603  0.000
H -3.531 1.578 4.126  0.000
H -3.658 -1.791 5.353  0.000
H -2.640 -2.535 4.100  0.000
H -4.041 -1.535 3.635  0.000
H 0.532 1.382 5.934  0.000
H 0.888 -0.189 5.186  0.000
H -0.628 0.042 6.094  0.000
C -0.798 -2.461 -6.367  0.000
N -1.218 -2.323 -4.987  0.000
C -0.650 -3.333 -4.118  0.000
C -1.893 -1.269 -4.490  0.000
S -1.426 -0.686 -2.943  -0.001
N -2.897 -0.676 -5.133  0.000
C -3.488 -1.179 -6.355  0.000
C -3.521 0.524 -4.622  0.000
H 0.287 -2.593 -6.386  0.000
H -1.041 -1.579 -6.947  0.000
H -1.248 -3.340 -6.830  0.000
H -1.001 -4.312 -4.451  0.000
H -0.963 -3.183 -3.086  0.000
H 0.442 -3.333 -4.159  0.000
H -3.292 -2.239 -6.475  0.000
H -3.125 -0.629 -7.225  0.000
H -4.568 -1.042 -6.307  0.000
H -3.193 1.398 -5.191  0.000
H -3.280 0.667 -3.568  0.000
H -4.603 0.437 -4.713  0.000

(8)
Below is a 2-piece molecular cluster, C5H13NO overall at a distorted geometry, with properties calculated with the ωB97M-V functional and the def2-TZVPD basis.

Output
- E: -8931.6210 eV
- E_LUMO (spin up / spin down): 3.50 / 3.42 eV
- E_HOMO (spin up / spin down): 0.03227 / -0.16718 Eh
- Multiplicity: 2
- Charge: -1

Last column: Löwdin spin population.
CARTESIAN COORDINATES (ANGSTROEM)
C -0.286 2.061 2.547  0.009
C -0.474 0.580 2.414  0.008
C 0.164 -0.082 1.207  0.012
C 0.478 0.600 0.083  0.135
N 1.258 0.043 -0.940  0.074
C 0.117 -1.586 1.139  0.054
H -0.424 2.439 3.558  0.000
H 0.717 2.354 2.222  0.002
H -0.852 2.611 1.800  0.004
H 0.086 0.072 3.205  0.000
H -1.483 0.192 2.618  0.003
H 0.291 1.664 -0.051  0.028
H 0.747 -0.668 -1.469  0.086
H 1.648 0.687 -1.603  0.075
H 1.138 -2.013 1.219  0.005
H -0.270 -1.952 0.191  0.043
H -0.390 -2.033 1.996  0.005
H -0.116 -1.361 -4.865  0.088
H -1.478 -0.936 -4.511  0.102
O -1.008 -1.343 -5.248  0.267